(1)
Molecular formula: C23H42FeN2O3P2
Method: DFT, ωB97M-V with the def2-TZVPD basis set

Geometry as XYZ:
```
73
C23H42FeN2O3P2 ωB97M-V with the def2-TZVPD basis set
O 3.71 2.40 4.03
H -0.76 0.83 -3.99
H 2.80 1.07 -2.13
H 0.30 -5.27 -2.64
O 0.00 2.65 1.03
H 3.14 -1.04 -3.51
H 3.21 4.53 2.41
C 1.71 1.26 -2.08
C -0.05 -3.15 -2.63
N 3.39 1.01 2.31
H 1.81 5.95 0.83
P -1.17 0.34 1.61
H -3.39 -2.27 -0.68
H 0.47 -1.02 2.90
H 0.13 -4.71 -0.37
C 2.49 0.13 1.60
H -0.90 -1.90 2.33
H 0.23 4.04 3.47
H -2.24 -3.09 -4.59
H -1.81 2.69 2.36
C -3.12 -3.30 -2.52
H 1.95 -2.37 -3.66
C -0.80 -2.27 -3.26
O 2.85 -1.02 1.32
H 1.27 5.91 2.52
C -2.82 0.04 0.33
H -1.36 -5.66 -0.63
C -2.25 -2.53 -3.60
C 3.01 2.12 3.07
H 4.23 0.53 2.62
C 1.79 2.96 2.59
H 1.26 1.40 -1.06
H -4.18 -2.95 -2.67
C 2.32 -1.56 -3.02
H 2.81 3.83 0.87
C 2.37 4.12 1.83
C -2.73 -3.07 -1.09
H -2.74 -1.56 -3.80
H 2.61 -1.96 -2.02
H -0.20 1.61 4.23
H -2.76 0.28 -1.94
C -2.18 1.65 2.52
H -3.21 1.64 2.07
C 0.27 0.47 -4.23
H -1.39 -3.14 0.62
H -3.26 1.13 0.41
C 1.41 5.29 1.61
H 0.44 4.94 1.25
H -3.50 -0.59 1.03
H 1.30 1.74 5.20
C 0.49 2.32 4.73
H -0.07 2.78 5.57
C -0.50 -4.55 -2.34
H 1.72 4.00 4.40
H -1.06 -0.85 3.73
Fe -0.36 -2.06 -1.00
H -1.96 -1.31 -1.47
H -1.40 -4.69 -2.95
P 0.94 -0.36 -2.67
C -2.29 -0.21 -1.05
H 1.41 2.07 -2.79
N 1.30 0.75 1.28
C 1.05 3.40 3.78
H 0.30 -0.17 -5.14
H -3.04 -4.39 -2.74
C -0.61 -0.94 2.75
C -1.62 -3.51 -0.39
C 0.97 2.03 1.58
H 0.93 1.34 -4.44
H 1.01 -3.08 -2.46
H -2.44 1.51 3.59
C -0.84 -4.71 -0.87
H -0.38 -1.46 -3.90
```

Calculated values
* expectation value of S²: 6.07
* gap between HOMO and LUMO (spin up / spin down): 5.263 / 5.281 eV
* multiplicity: 5
* net charge: 0

(2)
Molecular formula: C17H23CrF5NO3P2
Method: DFT, ωB97M-V with the def2-TZVPD basis set

Geometry as XYZ:
```
52
C17H23CrF5NO3P2 ωB97M-V with the def2-TZVPD basis set
C 2.22 -3.61 1.13
H -3.78 0.53 2.62
C -1.69 -1.89 2.74
C -2.91 0.52 1.97
H 3.96 1.75 -0.98
O -2.54 1.46 -2.12
H 1.75 3.58 0.62
C 1.42 2.54 0.80
H 0.88 0.03 -5.54
H 3.47 0.41 0.12
H -2.28 2.41 -2.11
C -2.44 2.92 2.59
Cr -0.64 0.26 -0.27
H 3.26 0.24 -1.63
C 1.99 -4.76 -1.06
N -0.91 1.70 1.20
H -3.46 3.03 2.96
H 0.77 3.60 -1.89
F 1.03 -3.58 -2.90
F 2.89 -5.83 0.84
H 0.64 4.36 2.52
H -4.08 -2.40 0.68
H -1.66 4.77 3.48
F 2.14 -5.88 -1.81
H -2.56 -2.74 -0.20
H -0.18 0.87 -6.49
O 0.59 0.92 -5.89
H -0.37 -1.63 -1.70
H -0.97 -2.68 2.47
C 1.65 -2.50 0.56
H 2.08 2.06 1.54
H 2.56 3.40 -2.04
C 2.34 -4.73 0.30
C -2.14 1.73 1.89
P 1.51 1.59 -0.75
C 0.03 2.63 1.45
C -0.20 3.69 2.32
P -2.19 -0.92 1.27
F 2.61 -3.61 2.43
H -1.19 -1.22 3.46
C -1.47 3.89 2.85
H -3.51 1.49 -2.18
C 1.16 -2.56 -0.73
C -3.22 -1.95 0.17
O 0.42 -1.44 -1.13
H -2.56 -2.35 3.24
C 1.41 -3.63 -1.60
C 3.22 0.96 -0.80
H 1.45 2.37 -3.01
F 1.47 -1.37 1.33
H -3.55 -1.34 -0.68
C 1.59 2.87 -2.04
```

Calculated values
* expectation value of S²: 6.03
* gap between HOMO and LUMO (spin up / spin down): 5.995 / 5.950 eV
* multiplicity: 5
* net charge: +1
* energy above the lowest of the compared OMol25 structures with the same formula, charge and spin: 68.82 kcal per mole